{"formula": "C13H9F6N2O4S2W", "method": "ωB97M-V/def2-TZVPD", "elements": ["W", "C", "C", "C", "C", "N", "C", "C", "C", "C", "C", "C", "C", "H", "H", "H", "H", "H", "H", "H", "H", "F", "C", "F", "F", "S", "O", "O", "N", "S", "O", "O", "C", "F", "F", "F", "H"], "coordinates": [[-0.92851, 0.75900, -0.13290], [-1.64461, 0.75900, 4.21020], [-0.33311, 0.75900, 4.65570], [0.71029, 0.75900, 3.72640], [0.43189, 0.75900, 2.35560], [-0.86501, 0.75900, 1.93140], [-1.85821, 0.75900, 2.84750], [1.49899, 0.75900, 1.30360], [2.87629, 0.75900, 1.60490], [3.85649, 0.75900, 0.60050], [3.48939, 0.75900, -0.74100], [2.14319, 0.75900, -1.07840], [1.17919, 0.75900, -0.06940], [-2.47671, 0.75900, 4.90430], [-0.11551, 0.75900, 5.72000], [1.72479, 0.75900, 4.10550], [-2.86341, 0.75900, 2.43630], [3.23019, 0.75900, 2.63120], [4.90919, 0.75900, 0.87340], [4.24869, 0.75900, -1.51800], [1.82909, 0.75900, -2.11740], [0.24159, -1.27630, -3.90060], [-0.76801, -0.49320, -4.37230], [-0.18121, 0.46840, -5.13980], [-1.48741, -1.28100, -5.22480], [-1.80841, 0.19790, -3.02830], [-0.87091, 0.83940, -2.10700], [-2.70011, 1.15170, -3.69910], [-2.54831, -1.13810, -2.60320], [-2.27691, -1.74830, -1.16670], [-3.22151, -2.83260, -0.85860], [-2.07771, -0.84590, -0.03360], [-0.68501, -2.59660, -1.43310], [-0.67341, -3.27040, -2.62330], [0.38389, -1.75900, -1.45180], [-0.42401, -3.53370, -0.47430], [-1.94501, 2.17860, -0.13290]], "forces_ev_per_a": [[0.4, 1.9, 1.4], [0.1, 0.0, -0.2], [0.4, 0.0, -0.3], [-0.3, 0.0, 0.1], [0.5, 0.0, 0.7], [0.9, -0.1, 1.5], [-0.3, 0.0, -0.4], [1.4, 0.0, -0.1], [0.1, 0.0, 0.2], [-0.6, 0.0, 0.3], [0.0, 0.0, -0.1], [-0.1, 0.0, 0.2], [-1.9, 0.4, 0.6], [0.0, 0.0, -0.2], [0.0, 0.0, -0.2], [-0.1, 0.0, -0.3], [0.1, 0.0, 0.1], [-0.1, 0.0, -0.1], [-0.2, 0.0, 0.0], [-0.1, 0.0, 0.1], [0.1, 0.0, 0.1], [-1.0, 1.1, -0.1], [2.1, -1.3, -3.2], [-1.0, -0.6, 1.5], [0.3, 1.3, 1.6], [-3.6, 2.2, -5.2], [0.8, -0.5, -1.3], [1.8, -2.3, 1.7], [0.6, 0.9, 2.2], [-3.9, -6.3, -2.2], [2.3, 3.0, -0.8], [0.3, 0.9, 1.2], [3.0, -3.1, -0.5], [-0.8, 1.1, 1.7], [-1.2, 0.0, 0.4], [-0.8, 1.5, -0.8], [0.8, -0.2, 0.1]], "largest_force_ev_per_a": 7.7, "s2": 2.019, "spin_multiplicity": 3, "e_homo_ha": [-0.4603, -0.4717], "homo_lumo_gap_ev": [7.67, 8.04], "total_charge": 1}

***

{"formula": "C13H9N2O3S6W", "method": "ωB97M-V/def2-TZVPD", "elements": ["W", "O", "C", "C", "C", "C", "C", "C", "C", "O", "N", "N", "C", "S", "C", "C", "S", "H", "H", "H", "H", "H", "H", "H", "H", "H", "O", "C", "S", "C", "C", "S", "S", "S"], "coordinates": [[-0.98858, 0.15971, -1.77613], [3.36382, -0.67949, -2.66433], [3.76845, -0.67902, -1.37077], [5.14321, -0.75362, -1.16809], [5.65863, -0.76443, 0.10820], [4.81716, -0.69680, 1.22119], [3.46122, -0.62166, 1.02592], [2.90999, -0.61363, -0.26921], [1.45982, -0.53045, -0.40727], [0.92592, -0.35230, -1.64243], [0.68123, -0.56440, 0.61482], [-0.65467, -0.33926, 0.20584], [-1.51922, -0.43660, 1.19118], [-1.02038, -0.93034, 2.74865], [-2.62682, -0.57711, 3.51788], [-3.71327, -0.84513, 2.49906], [-3.18411, -0.05547, 0.95345], [2.39820, -0.58639, -2.69921], [5.78274, -0.80343, -2.03886], [6.73105, -0.82226, 0.24615], [5.22758, -0.70031, 2.22129], [2.78876, -0.56374, 1.87079], [-2.62573, 0.46443, 3.83481], [-2.72793, -1.22002, 4.39090], [-4.66726, -0.40461, 2.78390], [-3.84218, -1.90835, 2.30568], [-5.72885, 3.45165, -1.17260], [-4.79342, 2.84192, -1.57654], [-3.18266, 3.58268, -1.84850], [-2.42769, 2.16589, -2.49022], [-3.18543, 1.00322, -2.54221], [-2.65317, -0.52646, -3.20756], [-4.83970, 1.10723, -1.98502], [-0.73672, 2.19855, -2.88077]], "forces_ev_per_a": [[0.3, 0.5, -0.5], [-0.1, 0.0, 0.2], [0.0, 0.0, -0.5], [0.2, 0.0, 0.1], [0.1, 0.0, 0.0], [0.0, 0.0, 0.0], [-0.1, 0.0, 0.0], [-0.2, -0.1, 0.1], [0.1, 0.1, -0.3], [-0.2, 0.0, 0.4], [-0.6, 0.0, 0.0], [0.2, 0.1, 0.2], [0.1, 0.0, 0.1], [0.0, 0.0, 0.1], [-0.1, 0.0, 0.0], [0.0, 0.0, 0.0], [0.0, 0.1, -0.1], [0.2, 0.0, 0.0], [0.0, 0.0, 0.0], [0.0, 0.0, 0.0], [0.0, 0.0, 0.0], [0.0, 0.0, 0.0], [0.0, 0.0, 0.0], [0.0, 0.0, 0.0], [0.0, 0.0, 0.0], [0.0, 0.0, 0.0], [0.1, -0.1, 0.0], [-0.1, 0.1, -0.1], [-0.1, 0.1, 0.2], [0.0, -0.4, 0.1], [-0.2, -0.1, -0.3], [0.2, 0.0, 0.2], [0.0, 0.0, 0.0], [0.1, -0.3, 0.1]], "largest_force_ev_per_a": 0.7, "s2": 2.019, "spin_multiplicity": 3, "e_homo_ha": [-0.4099, -0.4101], "homo_lumo_gap_ev": [6.35, 6.27], "total_charge": 1}

***

{"formula": "C14F42Li2N7O28S14", "method": "ωB97M-V/def2-TZVPD", "elements": ["Li", "Li", "C", "F", "F", "F", "S", "O", "O", "N", "S", "O", "O", "C", "F", "F", "F", "C", "F", "F", "F", "S", "O", "O", "N", "S", "O", "O", "C", "F", "F", "F", "C", "F", "F", "F", "S", "O", "O", "N", "S", "O", "O", "C", "F", "F", "F", "C", "F", "F", "F", "S", "O", "O", "N", "S", "O", "O", "C", "F", "F", "F", "C", "F", "F", "F", "S", "O", "O", "N", "S", "O", "O", "C", "F", "F", "F", "C", "F", "F", "F", "S", "O", "O", "N", "S", "O", "O", "C", "F", "F", "F", "C", "F", "F", "F", "S", "O", "O", "N", "S", "O", "O", "C", "F", "F", "F"], "coordinates": [[-0.29772, -1.10503, 3.39535], [-3.10566, 5.07168, 5.96590], [-4.10321, 9.48913, 2.71339], [-5.21694, 8.79273, 3.00770], [-3.49764, 9.07934, 1.51837], [-4.52015, 10.86625, 2.71321], [-2.75924, 9.32977, 4.19905], [-1.92555, 10.46009, 4.21861], [-3.70164, 9.31201, 5.34156], [-2.03343, 7.74917, 4.07950], [-1.10581, 7.73993, 2.81724], [-1.83549, 7.29470, 1.57202], [-0.25246, 8.90817, 2.76198], [0.10634, 6.29763, 3.30321], [1.14796, 6.13577, 2.39814], [0.65715, 6.67453, 4.39925], [-0.59141, 5.12480, 3.55204], [-0.54883, 1.14356, -14.51156], [-1.70483, 0.44726, -14.40014], [-0.25733, 1.16657, -15.81981], [-0.77710, 2.46635, -14.20594], [0.76098, 0.27118, -13.43814], [0.58558, -1.16846, -13.72910], [2.06051, 0.76664, -13.88852], [0.48215, 0.87279, -11.81529], [-0.05288, -0.29586, -10.94001], [-1.34863, -0.91861, -11.32577], [0.98654, -1.33792, -10.75199], [-0.30574, 0.45269, -9.15782], [0.85761, 0.73183, -8.65366], [-1.08008, 1.45983, -9.12413], [-0.92447, -0.28576, -8.21368], [-5.36081, -0.59494, 2.02177], [-4.69444, -1.48282, 2.67575], [-6.03230, -1.11412, 1.03196], [-6.22596, -0.09096, 2.94308], [-4.10161, 0.76078, 1.56041], [-4.64533, 1.56245, 0.40680], [-3.88785, 1.66980, 2.70449], [-2.57874, -0.12143, 1.22964], [-2.65367, -0.38042, -0.33249], [-3.83135, -1.14146, -0.83126], [-2.41659, 0.90734, -0.98052], [-1.19431, -1.56525, -0.71765], [-1.15414, -2.57237, 0.18074], [-1.43727, -2.05308, -1.93422], [-0.00679, -0.89184, -0.82435], [-0.64299, -2.71018, 7.00110], [-1.16967, -3.59574, 6.16281], [-1.00021, -1.45291, 6.66963], [-1.14124, -3.00087, 8.24431], [1.24899, -2.89444, 6.96440], [1.43188, -1.96583, 8.06003], [1.42558, -4.30689, 7.36231], [1.75622, -2.37236, 5.30170], [3.22412, -2.77528, 5.34535], [3.78743, -2.39958, 6.60935], [3.56319, -4.10662, 4.80384], [4.11200, -1.54022, 4.08047], [5.42979, -1.46704, 4.25436], [3.77276, -1.85677, 2.87091], [3.67324, -0.30040, 4.41140], [-2.65862, -9.08030, -1.57680], [-2.89412, -9.24362, -2.95203], [-2.49658, -7.77896, -1.27347], [-3.66429, -9.45886, -0.85215], [-1.10739, -10.05560, -1.10381], [-0.00804, -9.30989, -1.70312], [-1.12476, -10.14857, 0.38389], [-1.27061, -11.55384, -1.86763], [-0.76768, -12.60477, -0.81688], [0.69958, -12.41133, -0.65659], [-1.53296, -12.73483, 0.43410], [-0.82537, -14.26993, -1.74974], [-2.03403, -14.32904, -2.40024], [0.17682, -14.16735, -2.70051], [-0.67938, -15.30035, -0.95435], [-2.49243, 4.01105, 9.43728], [-2.42523, 2.90988, 8.67200], [-1.78661, 3.72774, 10.58095], [-2.00857, 5.12206, 8.78701], [-4.36765, 4.25642, 10.03962], [-4.58793, 3.01099, 10.73651], [-4.31589, 5.44252, 10.84763], [-5.19414, 4.55978, 8.49423], [-6.68775, 4.30376, 8.80616], [-6.94030, 2.87876, 8.86969], [-7.16288, 5.03746, 9.97719], [-7.56651, 5.08626, 7.27182], [-8.75780, 4.48431, 7.05768], [-7.58607, 6.47334, 7.40558], [-6.85644, 4.73464, 6.18558], [7.99639, 0.70821, -4.25489], [6.63259, 0.94414, -4.29677], [8.43280, 1.55335, -3.32714], [8.26276, -0.57541, -3.92764], [8.89010, 1.23407, -5.90130], [8.31761, 0.33075, -6.94413], [8.83584, 2.70077, -6.05993], [10.56177, 0.78784, -5.47330], [11.30603, 0.61714, -6.82962], [11.91693, -0.60733, -7.21803], [10.74280, 1.17954, -8.10018], [12.75556, 1.87999, -6.62424], [12.69521, 2.27514, -5.33650], [14.00815, 1.26728, -6.87455], [12.62076, 2.97372, -7.46828]], "forces_ev_per_a": [[0.0, -0.1, -0.1], [-0.2, 0.3, 0.0], [1.0, 0.9, 0.0], [1.5, 0.5, -0.9], [-2.5, 1.8, 2.4], [1.2, -3.0, -0.6], [-3.6, -2.4, 2.6], [1.4, 1.0, -1.0], [1.4, -1.0, -1.8], [-2.1, 2.6, 0.9], [0.1, -1.6, -4.6], [2.6, 0.7, 3.3], [-0.1, -0.9, -0.5], [-0.8, 0.2, -1.9], [-2.2, -0.3, 1.0], [0.9, 0.2, 2.0], [1.1, 1.1, -0.7], [-1.3, 0.8, 0.0], [0.7, 0.8, 0.2], [0.6, -0.5, 0.3], [0.3, -1.6, 0.3], [2.3, -1.3, 0.9], [-0.7, 2.8, 0.8], [-1.9, 0.4, 0.5], [0.0, 0.2, -3.6], [-0.8, -6.1, 0.9], [1.5, 2.0, 0.8], [-1.3, 2.0, 0.4], [-0.1, -1.8, 0.4], [1.8, 0.6, 0.0], [-1.5, 4.1, -1.6], [0.4, -2.5, -0.6], [-0.5, 1.7, 1.0], [1.2, -2.0, 0.5], [0.0, 0.1, -0.3], [0.0, 0.4, -0.9], [1.1, 4.4, -2.3], [0.9, -3.1, 2.7], [0.0, -2.7, -0.5], [-2.8, 0.5, 1.8], [-1.7, 1.2, -3.1], [2.3, 0.8, 1.3], [0.6, -2.0, -0.2], [-0.2, 1.0, -0.7], [0.6, 0.7, -0.5], [0.1, -0.1, 0.7], [-1.1, -1.0, 1.0], [0.3, -0.7, 0.1], [-0.6, 0.3, -0.4], [-0.1, -0.6, 0.0], [1.0, 0.6, -1.6], [-1.4, -0.9, 2.5], [0.9, 0.4, -1.2], [0.1, 2.2, -2.0], [-4.3, -0.3, 2.3], [5.3, -2.2, -2.3], [0.7, -0.1, 0.6], [-0.7, 2.3, 0.7], [-1.1, 0.1, 3.1], [-0.1, -0.8, -0.4], [0.1, 0.1, -1.3], [-0.4, 0.0, -0.6], [1.2, 0.2, -1.3], [0.0, 0.5, 2.4], [0.4, -0.6, -0.9], [-1.3, -1.0, 0.0], [2.0, -0.3, 1.4], [-1.6, -0.6, 0.3], [-0.5, 0.7, -3.3], [-1.2, 2.0, 0.8], [3.1, 0.0, 2.9], [-2.1, -1.1, 0.1], [0.5, -1.0, -2.1], [-0.5, 3.2, -1.5], [1.2, -0.7, 0.4], [-1.4, -1.1, 1.2], [0.2, -0.2, -0.3], [-1.5, -0.4, 1.3], [0.4, 1.1, -0.2], [-0.6, 1.0, -1.8], [-0.1, -1.6, 0.6], [0.9, 0.5, -0.8], [-0.2, 0.6, -1.1], [0.1, 0.0, -0.5], [3.5, 0.0, 1.8], [-2.3, -1.0, 2.2], [-0.8, 0.7, -1.0], [-0.1, -0.1, -1.3], [1.1, -0.5, 0.2], [0.4, 1.5, 0.9], [-0.6, -2.7, -0.6], [0.2, 0.9, 0.1], [-0.6, 0.8, -0.3], [1.9, -1.0, -0.6], [0.4, -0.5, 0.4], [-0.5, 1.5, -0.4], [0.7, -0.6, -2.2], [0.9, 2.2, 2.8], [-0.5, -2.8, 0.8], [-3.3, 0.1, -0.6], [0.4, 2.6, -5.8], [1.1, -1.8, 1.9], [-0.2, 0.1, 2.9], [0.0, -0.8, -0.2], [1.1, 0.5, -0.9], [-2.0, 1.5, 0.5], [0.7, -1.8, 1.7]], "largest_force_ev_per_a": 6.3, "e_homo_ha": -0.0878, "homo_lumo_gap_ev": 6.61, "relative_energy_kj_mol": 757.1, "total_charge": -5}

***

{"formula": "C14H10AuF5NS", "method": "ωB97M-V/def2-TZVPD", "elements": ["C", "C", "C", "C", "C", "Au", "C", "C", "C", "N", "H", "H", "H", "H", "H", "H", "H", "H", "H", "H", "F", "C", "C", "F", "C", "F", "C", "S", "C", "F", "C", "F"], "coordinates": [[-1.64032, 3.27157, 0.50787], [-0.33786, 3.89848, 0.31978], [0.58950, 3.23313, 1.14481], [-0.05247, 2.16988, 1.82732], [-1.43159, 2.15138, 1.46034], [-1.25258, 1.55872, -0.80864], [0.93769, 1.75460, -2.88430], [-0.40960, 1.81199, -2.71045], [-1.37838, 2.13866, -3.61567], [-0.86695, -0.51334, -0.75532], [1.62702, 3.52209, 1.26947], [-0.15480, 4.75423, -0.33672], [0.40775, 1.53475, 2.56865], [-2.23551, 1.59457, 1.94324], [-2.61385, 3.71882, 0.28692], [1.50243, 2.68780, -2.90974], [-1.34074, -1.23109, -1.32096], [1.43622, 0.80114, -3.06779], [-1.05635, 2.37122, -4.61423], [-2.41819, 2.15877, -3.36241], [1.95694, -6.08842, 1.90043], [1.43512, -4.89099, 1.57564], [1.18556, -4.56175, 0.23994], [1.56725, -5.43359, -0.70820], [0.61130, -3.34179, -0.09777], [0.42651, -3.01833, -1.39597], [0.28049, -2.43251, 0.91644], [-0.61004, -0.92832, 0.78658], [0.62627, -2.74089, 2.24163], [0.46570, -1.77511, 3.18836], [1.18700, -3.96210, 2.57261], [1.55644, -4.21356, 3.83815]], "forces_ev_per_a": [[0.8, 0.0, 0.5], [-0.7, 0.2, 0.9], [-0.8, 0.2, -0.2], [-0.5, 0.4, 0.1], [0.5, 1.2, -0.1], [-0.1, 0.4, 0.1], [2.4, 0.0, -0.5], [-3.6, 0.7, -1.7], [1.6, -0.4, 0.9], [-0.6, -1.7, -0.1], [0.0, -0.2, -0.2], [0.0, -0.4, 0.3], [0.0, -0.1, -0.1], [0.3, 0.1, -0.2], [0.4, -0.2, 0.0], [0.1, -0.3, 0.1], [0.5, 0.1, 0.1], [0.1, 0.3, 0.3], [-0.1, 0.1, -0.7], [-0.4, 0.2, 0.0], [-0.1, 0.4, -0.2], [0.0, 0.0, -0.3], [0.3, -0.2, 0.1], [-0.2, 0.2, 0.1], [0.1, 0.2, 0.4], [0.0, -0.4, 0.6], [-0.1, -0.5, 0.1], [0.2, 0.3, 0.3], [0.2, 0.2, -0.3], [0.0, -1.0, -0.5], [0.1, 0.5, 0.3], [-0.2, -0.1, -0.2]], "largest_force_ev_per_a": 4.1, "s2": 2.024, "spin_multiplicity": 3, "e_homo_ha": [-0.0599, -0.0980], "homo_lumo_gap_ev": [3.89, 3.63], "total_charge": -1}